(1)
Density functional theory data (wB97M-V/def2-TZVPD) for 2 unconnected molecules or ions with the total composition C3H9NO2S in a non-equilibrium geometry.

Computed properties:
F_max = 0.026 Eh/bohr
multiplicity = 1
structure (SMILES) = N[C@@H](C=O)CS.O
ΔE to the lowest compared entry with this formula, charge and spin = 191.1 kJ/mol
HOMO level = -0.34258 Eh
gap between HOMO and LUMO = 9.692 eV
molar mass = 123.18 u

Element x y z (Å)
O  -0.53563  1.96922  -2.22510
C  -0.64866  1.82365  -1.04348
C  -0.93216  0.52809  -0.30552
C  -0.44118  -0.76077  -0.99915
S  -1.12807  -2.24461  -0.16666
N  -0.45518  0.64699  1.06736
H  -0.71801  2.69227  -0.36590
H  -2.01244  0.49278  -0.50708
H  0.64334  -0.71902  -1.10015
H  -0.90467  -0.85104  -1.98126
H  -0.10550  -2.31083  0.69958
H  0.34522  0.05175  1.16318
H  -1.16706  0.32597  1.71876
H  2.25450  -0.49419  0.69994
H  3.30144  -0.32203  1.76876
O  2.50407  -0.82821  1.57673

Löwdin population analysis, charges in e, atoms 1 to 8: 0.06, -0.25, -0.45, -0.51, 0.72, 0.05, 0.12, 0.15

---

(2)
Density functional theory data (wB97M-V/def2-TZVPD) for 2 unconnected molecules or ions with the total composition C3H9NO2S2 in a non-equilibrium geometry.

Computed properties:
F_max = 0.083 Eh/bohr
multiplicity = 2
expectation value of S² = 0.751
charge = -1
ΔE to the lowest compared entry with this formula, charge and spin = 213.0 kJ/mol
HOMO level (alpha / beta) = 0.02313 / -0.23079 Eh
gap between HOMO and LUMO (alpha / beta) = 2.145 / 9.531 eV
molar mass = 155.24 u

Element x y z (Å)
S  -3.08142  2.95384  0.41541
S  -2.40523  1.16042  0.77667
C  -0.80866  1.28551  -0.17564
C  0.13684  0.09798  0.04156
N  1.48392  0.62804  -0.16760
C  2.52113  -0.22664  -0.57079
O  3.68989  0.21692  -0.59162
H  -3.73164  2.79888  -0.75558
H  -1.00031  1.20160  -1.27321
H  -0.32217  2.15645  0.05555
H  -0.04322  -0.76129  -0.69772
H  0.10266  -0.28686  1.13453
H  1.74931  1.58973  0.08059
H  2.26465  -1.22660  -0.92678
H  -0.17739  -4.48708  0.49168
H  -0.50531  -3.45186  1.45637
O  0.12695  -3.64904  0.70658

Löwdin population analysis, charges in e, atoms 1 to 8: 0.11, 0.07, -0.55, -0.30, -0.02, -0.31, -0.06, -0.20

---

(3)
Density functional theory data (wB97M-V/def2-TZVPD) for 2 unconnected molecules or ions with the total composition C3H9NO2S2 in a non-equilibrium geometry.

Computed properties:
F_max = 0.039 Eh/bohr
multiplicity = 1
structure (SMILES) = N[C@H](C=O)CSS.O
ΔE to the lowest compared entry with this formula, charge and spin = 158.9 kJ/mol
HOMO level = -0.31109 Eh
gap between HOMO and LUMO = 9.038 eV
molar mass = 155.24 u

Element x y z (Å)
N  0.07126  -0.05408  -1.04636
C  -0.84756  -0.14822  0.05115
C  -0.91354  1.15817  0.93244
O  -1.11364  2.27035  0.55512
C  -0.40749  -1.25415  1.03082
S  -0.49072  -2.95106  0.50652
S  -0.34466  -3.24357  -1.51448
H  -0.27208  0.59211  -1.73523
H  1.05049  0.07884  -0.83716
H  -1.84289  -0.40374  -0.30973
H  -0.77611  0.88575  2.00142
H  -1.05710  -1.21046  1.90754
H  0.60629  -1.01477  1.35647
H  0.94881  -2.93795  -1.80475
H  1.04077  2.97811  -0.20132
H  2.45946  2.75667  -0.79235
O  1.88873  2.49800  -0.10010

Löwdin population analysis, charges in e, atoms 1 to 8: 0.03, -0.42, -0.21, 0.07, -0.57, 0.43, 0.29, 0.08

---

Q: Which value of F_max does entry 2 give?
A: 0.083 Eh/bohr

---

Q: Number 1 is which compound?
A: C3H9NO2S

---

Q: The lowest molar mass belongs to which entry?
A: C3H9NO2S